Computed, not measured: a structure of composition C10H13Cl3N5OSSiW, with ωB97M-V/def2-TZVPD.

```
35
C10H13Cl3N5OSSiW, DFT ωB97M-V/def2-TZVPD
W 0.2001 -0.7945 0.2831
C -5.0365 -0.6015 -0.2557
N -4.2425 -0.0760 0.8726
C -4.7340 0.7431 1.8639
C -3.7155 1.0141 2.7034
N -2.5900 0.3572 2.2115
C -2.9462 -0.2941 1.0837
S -1.9915 -1.2067 -0.0617
C -1.3348 0.3786 2.8934
C -1.3510 0.5758 4.2583
C -0.1527 0.7412 4.9352
C 1.0321 0.7083 4.2161
C 0.9646 0.4569 2.8656
N -0.1947 0.2649 2.1863
H -6.0788 -0.3624 -0.0698
H -4.9221 -1.6810 -0.3123
H -4.7151 -0.1314 -1.1823
H -5.7609 1.0673 1.8844
H -3.6868 1.6414 3.5759
H -2.2864 0.5880 4.7981
H -0.1513 0.8996 6.0059
H 1.9911 0.8604 4.6904
H 1.8726 0.3966 2.2798
N 3.2532 -3.1118 0.4324
C 2.0267 -3.2208 0.8987
N 1.4553 -4.3844 1.1171
O 1.3444 -2.1328 1.1814
H 3.8230 -3.9230 0.2357
H 3.6942 -2.2101 0.3581
H 1.9454 -5.2577 0.9818
H 0.5175 -4.4282 1.4830
Cl 2.6386 0.6112 -0.4572
Si 0.8234 1.1456 -1.1898
Cl 0.7818 2.4357 -2.6533
Cl 0.4832 -1.7404 -1.8410
```

Its total charge is +3. Its spin multiplicity is 1. The calculation puts the orbital gap at 6.636 eV. The HOMO energy comes out at -18.0 eV.

=====

Computed, not measured: a structure of composition C3H2I3N3O3, with ωB97M-V/def2-TZVPD.

```
14
C3H2I3N3O3, DFT ωB97M-V/def2-TZVPD
C 1.2701 0.7348 0.7912
C 0.2320 -0.9216 -0.7128
C -1.2187 1.1720 0.3584
N 1.3076 -0.4530 0.2146
N 0.1007 1.4327 0.1553
N -0.7535 -1.6338 -0.1257
O 1.9767 1.2312 1.6157
O 0.2846 -0.7576 -1.9174
O -1.6346 0.3871 1.2169
I 2.8320 -1.6991 0.4401
I 0.6193 2.6566 -1.4730
I -2.2751 -2.2468 -1.3251
H -1.8784 1.9435 -0.1415
H -0.8628 -1.8461 0.9031
```

Its total charge is 0. Its spin multiplicity is 1. The calculation puts the orbital gap at 8.407 eV. The HOMO energy comes out at -9.6 eV.

=====

Computed, not measured: a structure of composition C30H41Cl3MnN9S, with ωB97M-V/def2-TZVPD.

```
85
C30H41Cl3MnN9S, DFT ωB97M-V/def2-TZVPD
Mn -0.9095 -1.2415 2.1837
C -6.3166 -1.7318 1.1815
C -5.5208 -2.5554 1.9657
C -4.3222 -2.0886 2.4840
C -3.8899 -0.7895 2.2249
C -4.7033 0.0373 1.4480
C -5.9030 -0.4304 0.9328
N -2.6165 -0.3768 2.6865
C -2.4488 0.8044 3.3006
C -3.4816 1.6702 3.7718
C -3.1635 2.8391 4.3980
C -1.8226 3.2524 4.6117
C -0.8047 2.4452 4.2087
C -1.1065 1.2211 3.5693
N -0.1794 0.3114 3.1573
N 1.0725 0.5078 3.2677
C 1.7856 -0.5702 2.7295
C 3.1696 -0.5894 2.8608
C 3.8711 -1.6632 2.3543
C 3.1806 -2.6871 1.7151
C 1.8094 -2.5878 1.6169
N 1.1128 -1.5596 2.1112
H -7.2533 -2.0939 0.7809
H -5.8414 -3.5654 2.1880
H -3.7196 -2.7220 3.1208
H -4.3916 1.0548 1.2471
H -6.5171 0.2271 0.3308
H -4.5153 1.3806 3.6542
H -3.9668 3.4697 4.7582
H -1.6174 4.1875 5.1126
H 0.2304 2.7032 4.3846
H 3.6512 0.2323 3.3708
H 4.9468 -1.7102 2.4577
H 3.6937 -3.5329 1.2826
H 1.2348 -3.3551 1.1120
N -0.6908 0.3433 0.5170
C -1.7783 0.3562 -0.4619
C -2.1677 -1.0745 -0.8536
N -1.4785 -2.0474 0.0006
H -0.5152 1.2816 0.8606
H 0.1696 0.0101 0.0759
H -1.5056 0.9257 -1.3547
H -2.6297 0.8528 -0.0006
H -1.9457 -1.2504 -1.9085
H -3.2404 -1.2066 -0.7149
H -0.5398 -2.2121 -0.3631
H -1.9666 -2.9358 -0.0228
Cl -1.8666 -6.2463 1.0169
C -1.4768 -5.7230 2.6658
Cl 0.0547 -6.4186 3.1925
Cl -2.7773 -6.1390 3.7757
C -1.3359 -4.2645 2.6301
N -1.2483 -3.1258 2.5427
C 5.1884 2.5081 -1.4772
C 4.4288 3.8298 -1.5327
C 2.9493 3.7369 -1.1615
C 2.1105 2.8642 -2.0920
N 2.2219 1.4594 -1.6971
C 1.6169 0.3607 -2.1558
S 1.8455 -1.1075 -1.3075
N 0.8351 0.3725 -3.2456
C 0.7537 1.3569 -4.3270
C 1.9195 1.2934 -5.3109
C 1.9415 0.0805 -6.2404
C 2.3509 -1.2372 -5.5848
H 6.2385 2.6580 -1.7253
H 4.7902 1.7751 -2.1805
H 5.1481 2.0713 -0.4751
H 4.5127 4.2571 -2.5360
H 4.9015 4.5433 -0.8548
H 2.5197 4.7399 -1.1720
H 2.8417 3.3691 -0.1343
H 2.4599 2.9975 -3.1202
H 1.0643 3.1712 -2.0446
H 2.7676 1.2733 -0.8695
H 0.5697 -0.5666 -3.4975
H 0.6779 2.3563 -3.9054
H -0.1891 1.1651 -4.8409
H 2.8595 1.3395 -4.7488
H 1.8725 2.2016 -5.9180
H 2.6444 0.2965 -7.0471
H 0.9607 -0.0262 -6.7144
H 3.2415 -1.1098 -4.9661
H 2.5777 -1.9860 -6.3433
H 1.5713 -1.6629 -4.9516
```

The expectation value of S² is 0.894. Its total charge is +1. Its spin multiplicity is 2. As for the energy relative to the best compared isomer or geometry (same formula, charge and spin): 128.00 kJ/mol. The calculation puts the orbital gap (spin up / spin down) at 6.044 / 6.183 eV. The HOMO energy (spin up / spin down) comes out at -9.3 / -9.5 eV.

=====

Number 1: DFT total energy -2872.3941 Ha. Number 2: DFT total energy -1398.5346 Ha. Number 3: DFT total energy -4590.1366 Ha.